DFT (ωB97M-V/def2-TZVPD) results for a molecular structure, C38H65N3O3PSSeSm at a distorted geometry.

<S²>: 8.787
Net charge: 0
Multiplicity: 6
Total energy (hartree): -5675.79839

XYZ file:
```
113
Properties=species:S:1:pos:R:3:lowdin_spin:R:1
Sm 0.209 -0.165 0.692 5.143
C 4.280 0.856 3.776 0.000
C 2.765 0.490 3.588 0.000
C 2.502 -0.989 3.657 0.001
C 2.421 1.143 2.246 -0.001
C 3.071 0.675 1.049 -0.003
C 2.842 1.321 -0.153 0.001
C 3.945 1.153 -1.186 0.000
C 4.607 -0.255 -1.140 0.000
C 4.989 2.225 -1.020 0.000
C 1.998 2.508 -0.216 -0.001
C 1.466 3.007 0.991 0.001
C 1.704 2.301 2.178 -0.002
C 0.711 4.353 1.201 0.000
C 0.409 5.260 0.003 0.000
C -0.606 4.109 1.893 -0.001
C 1.863 3.217 -1.534 0.000
C 2.723 4.282 -1.727 0.000
C 2.587 5.044 -2.864 0.000
C 1.635 4.663 -3.811 0.000
C 0.826 3.552 -3.641 0.000
C 0.911 2.781 -2.455 -0.001
P -0.110 1.350 -2.197 -0.004
C -1.877 1.859 -2.574 0.000
C -2.845 0.631 -2.484 0.000
C -2.211 2.762 -1.398 0.001
C -2.171 2.654 -3.899 0.000
C 0.364 0.131 -3.600 0.000
C 1.896 0.113 -3.761 0.000
C -0.043 -1.253 -3.119 0.000
C -0.266 0.363 -4.976 0.000
H 4.613 0.427 4.725 0.000
H 4.403 1.940 3.776 0.000
H 4.853 0.433 2.918 0.000
H 2.152 1.002 4.352 0.000
H 3.111 -1.585 3.009 0.000
H 1.403 -1.203 3.456 0.001
H 2.751 -1.383 4.671 0.000
H 3.772 -0.181 1.159 0.000
H 3.483 1.264 -2.178 0.000
H 5.357 -0.150 -0.374 0.000
H 5.145 -0.522 -2.061 0.000
H 3.931 -1.059 -0.910 0.000
H 5.267 2.282 0.046 0.000
H 4.788 3.160 -1.423 0.000
H 5.876 1.940 -1.579 0.000
H 1.278 2.687 3.106 0.000
H 1.372 4.939 1.867 0.000
H -0.148 4.843 -0.841 0.000
H 1.295 5.623 -0.437 0.000
H -0.208 6.098 0.290 0.000
H -1.185 3.458 1.298 -0.001
H -1.064 5.107 1.938 0.000
H -0.547 3.733 2.933 -0.001
H 3.381 4.563 -0.885 0.000
H 3.202 5.947 -3.084 0.000
H 1.508 5.239 -4.736 0.000
H 0.165 3.261 -4.442 0.000
H -2.929 0.141 -1.487 0.000
H -2.693 -0.071 -3.318 0.000
H -3.791 1.066 -2.621 0.000
H -2.214 2.171 -0.489 0.000
H -3.185 3.204 -1.521 0.000
H -1.574 3.574 -1.145 0.000
H -1.626 2.325 -4.772 0.000
H -1.969 3.689 -3.702 0.000
H -3.250 2.647 -4.074 0.000
H 2.351 -0.186 -2.827 0.000
H 2.354 1.051 -4.061 0.000
H 2.256 -0.658 -4.479 0.000
H 0.632 -1.537 -2.324 0.000
H 0.054 -2.004 -3.932 0.000
H -1.114 -1.243 -2.779 0.000
H -0.011 1.340 -5.369 0.000
H -1.359 0.286 -4.987 0.000
H 0.191 -0.342 -5.677 0.000
O 1.661 -4.071 1.043 0.000
N 2.223 -2.988 0.834 0.000
O 1.408 -1.944 0.660 -0.010
O 3.454 -2.790 0.845 0.000
Se -1.561 0.438 2.432 -0.112
C -6.495 -2.648 1.460 0.000
C -6.161 -2.626 2.922 0.000
C -4.757 -3.128 3.330 0.000
C -3.589 -2.317 2.768 -0.003
N -3.199 -2.573 1.352 -0.001
C -1.940 -2.775 0.991 -0.001
S -1.503 -2.329 -0.586 -0.008
N -1.008 -3.436 1.666 0.001
C -1.219 -4.336 2.812 0.000
C -0.536 -5.640 2.522 0.000
C -0.989 -6.144 1.165 0.000
C -2.532 -6.349 1.052 0.000
H -7.548 -2.673 1.257 0.000
H -6.066 -3.572 0.967 0.000
H -6.045 -1.822 0.934 0.000
H -6.858 -3.262 3.531 0.000
H -6.290 -1.596 3.339 0.000
H -4.604 -4.200 3.103 0.000
H -4.584 -3.163 4.416 0.000
H -2.666 -2.287 3.362 -0.001
H -3.918 -1.332 2.799 -0.002
H -3.753 -2.135 0.618 0.000
H -0.166 -3.634 1.093 0.000
H -2.298 -4.538 2.871 0.000
H -0.972 -3.834 3.774 0.000
H -0.773 -6.347 3.263 0.000
H 0.542 -5.544 2.477 0.000
H -0.486 -7.091 1.000 0.000
H -0.677 -5.490 0.357 0.000
H -2.855 -7.003 1.887 0.000
H -2.801 -6.844 0.144 0.000
H -3.116 -5.436 0.990 0.000
```


DFT (ωB97M-V/def2-TZVPD) results for 2 unconnected molecules or ions with the total composition CH2F2O2PS at a distorted geometry.

Net charge: -1
Energy relative to the best compared isomer or geometry (same formula, charge and spin) (kcal per mole): 125.23
Total energy (hartree): -1129.01662

XYZ file:
```
9
Properties=species:S:1:pos:R:3:mulliken_charge:R:1
C -0.479 -1.006 -0.114 0.009
O 1.930 2.183 -0.495 -0.472
O 3.071 0.176 0.384 -0.461
F -0.474 -1.887 0.990 -0.251
F -0.519 -1.789 -1.278 -0.264
P -2.075 -0.054 -0.035 -0.173
S 1.920 1.054 0.424 0.624
H -1.663 0.818 -1.044 0.005
H -1.711 0.506 1.169 -0.017
```


DFT (ωB97M-V/def2-TZVPD) results for C6H12N2 in the gas phase at a distorted geometry.

Net charge: 0
Energy relative to the best compared isomer or geometry (same formula, charge and spin) (kcal per mole): 22.09
Total energy (hartree): -345.29267
SMILES: [H]/N=C(C)/C(C)=C(/C)N

XYZ file:
```
20
Properties=species:S:1:pos:R:3:mulliken_charge:R:1
C 2.038 -0.659 -0.884 -1.190
C 1.091 -0.751 0.289 0.360
N 0.498 1.827 0.143 -0.503
N 1.450 -1.322 1.398 -0.729
H 0.211 2.689 0.603 0.231
H 1.412 1.598 0.527 0.218
H 2.399 -1.701 1.317 0.256
H 1.534 -0.318 -1.792 0.328
H 2.837 0.048 -0.641 0.333
H 2.481 -1.642 -1.074 0.414
C -1.328 -1.536 0.085 -1.474
C -1.972 1.559 -0.061 -1.220
C -0.603 0.927 -0.043 0.793
C -0.369 -0.391 0.045 0.217
H -0.980 -2.333 -0.582 0.325
H -2.336 -1.253 -0.229 0.411
H -1.388 -1.953 1.096 0.285
H -2.770 0.855 0.184 0.320
H -2.033 2.373 0.670 0.365
H -2.173 1.983 -1.050 0.259
```


DFT (ωB97M-V/def2-TZVPD) results for 2 unconnected molecules or ions with the total composition C3H10N2S at a distorted geometry.

Net charge: 0
Energy relative to the best compared isomer or geometry (same formula, charge and spin) (kcal per mole): 114.42
Total energy (hartree): -627.81229

XYZ file:
```
16
Properties=species:S:1:pos:R:3:mulliken_charge:R:1
C -2.488 -0.038 -0.192 -1.153
C -1.116 -0.441 0.326 -0.342
C 2.261 -0.944 0.094 -0.625
N 0.123 1.521 -0.105 -0.275
N -0.240 0.322 -0.439 -0.289
S 3.162 0.477 0.058 -0.217
H -3.092 -0.751 0.439 0.324
H -2.742 0.923 0.077 0.367
H -2.647 -0.297 -1.232 0.324
H -1.006 -0.156 1.402 0.403
H -0.752 -1.448 -0.037 0.277
H 2.681 -1.857 -0.338 0.319
H 1.667 -1.315 0.947 0.304
H -0.002 1.920 0.838 0.192
H 0.929 1.844 -0.589 0.243
H 3.261 0.241 -1.249 0.149
```


DFT (ωB97M-V/def2-TZVPD) results for a molecular structure, C24H17AsF3NReS6Sb.

Net charge: +2
Energy relative to the best compared isomer or geometry (same formula, charge and spin) (kcal per mole): 31.74
Total energy (hartree): -6222.05150

XYZ file:
```
54
Properties=species:S:1:pos:R:3:mulliken_charge:R:1
Re -1.379 -1.632 -0.383 0.654
F 3.270 -3.548 3.747 -0.276
C 2.656 -3.377 2.585 0.649
F 2.412 -4.576 2.042 -0.223
F 3.482 -2.719 1.757 -0.166
C 1.360 -2.612 2.753 0.032
C 0.903 -2.176 3.990 -0.443
C -0.301 -1.491 4.067 -0.885
C -1.038 -1.272 2.916 -0.414
N -0.594 -1.693 1.727 0.083
C 0.573 -2.332 1.657 0.495
S 0.909 -2.691 -0.059 0.011
H 1.487 -2.374 4.879 0.597
H -0.676 -1.136 5.017 0.530
H -1.988 -0.756 2.926 0.593
S -1.451 -1.799 -2.599 -0.050
C -1.140 -0.253 -3.415 0.553
C -1.417 -0.165 -4.773 -0.684
C -1.182 1.035 -5.433 -0.579
C -0.664 2.128 -4.752 -0.796
C -0.368 2.032 -3.397 -0.297
C -0.606 0.835 -2.740 -0.147
As -0.265 0.560 -0.888 1.172
C -1.086 2.007 0.068 0.760
C -2.446 2.228 -0.142 -0.683
C -3.067 3.293 0.487 -0.846
C -2.333 4.130 1.320 -0.510
C -0.976 3.913 1.513 -0.752
C -0.342 2.849 0.885 -0.255
C 1.619 0.560 -0.572 0.509
C 2.498 0.575 -1.648 -0.726
C 3.865 0.520 -1.410 -0.816
C 4.345 0.450 -0.110 -0.684
C 3.462 0.430 0.964 -0.903
C 2.095 0.478 0.738 -0.010
H -1.817 -1.018 -5.307 0.464
H -1.407 1.115 -6.488 0.426
H -0.485 3.057 -5.276 0.440
H 0.041 2.884 -2.866 0.493
H -3.015 1.592 -0.811 0.513
H -4.119 3.478 0.321 0.439
H -2.820 4.962 1.810 0.429
H -0.404 4.579 2.145 0.444
H 0.722 2.706 1.017 0.483
H 2.128 0.634 -2.664 0.443
H 4.555 0.537 -2.243 0.454
H 5.410 0.414 0.069 0.452
H 3.841 0.383 1.976 0.487
H 1.410 0.479 1.580 0.564
S -3.420 -3.864 3.084 -0.327
Sb -3.763 -3.694 0.949 1.038
S -3.374 -1.157 0.365 -0.278
S -0.687 -3.902 -0.471 -0.183
S -4.415 -4.609 -0.905 -0.274
```


DFT (ωB97M-V/def2-TZVPD) results for a molecular structure, C52H47BrFGaN4O8S2Si.

Net charge: -2
Energy relative to the best compared isomer or geometry (same formula, charge and spin) (kcal per mole): 39.75
Total energy (hartree): -8515.52802

XYZ file:
```
117
Properties=species:S:1:pos:R:3:mulliken_charge:R:1
Ga 0.042 0.771 0.209 -0.374
C -2.241 -6.806 1.927 -1.399
C -3.190 -5.631 2.144 -0.300
C -4.073 -5.783 3.375 -1.095
C -3.234 -5.759 4.645 -1.241
C -2.354 -4.535 4.666 0.995
C -1.891 -4.012 5.856 -0.744
C -1.085 -2.881 5.855 -0.089
F -0.651 -2.413 7.052 -0.391
C -0.737 -2.239 4.700 -0.545
C -1.202 -2.746 3.485 0.433
C -0.831 -2.025 2.233 0.102
O -0.128 -1.029 2.296 -0.305
C -1.343 -2.613 1.016 -0.178
C -2.090 -3.736 1.093 -0.195
N -2.442 -4.377 2.239 0.168
C -2.001 -3.893 3.463 -0.556
C -1.100 -2.074 -0.383 -0.064
O -1.294 -2.846 -1.317 -0.763
O -0.743 -0.856 -0.508 0.799
H -2.799 -7.742 1.851 0.399
H -1.525 -6.890 2.746 0.358
H -1.674 -6.665 1.006 0.379
H -3.831 -5.535 1.265 0.554
H -4.645 -6.710 3.297 0.438
H -4.784 -4.953 3.396 0.363
H -2.619 -6.662 4.700 0.363
H -3.875 -5.764 5.528 0.444
H -2.156 -4.476 6.798 0.475
H -0.119 -1.350 4.690 0.715
H -2.437 -4.181 0.168 0.643
C -2.159 3.845 3.190 -0.605
C -2.662 2.557 3.091 -0.668
C -2.032 1.620 2.274 0.166
C -0.894 1.934 1.536 0.299
C -0.408 3.245 1.650 -0.546
C -1.024 4.187 2.460 -0.793
H -2.644 4.578 3.825 0.335
H -3.545 2.277 3.655 0.321
H -2.450 0.622 2.215 0.290
H 0.478 3.532 1.093 0.379
H -0.623 5.193 2.522 0.347
C -2.351 4.456 -4.040 -1.927
C -1.711 4.026 -2.716 2.250
C -0.345 4.712 -2.582 -1.725
C -2.576 4.479 -1.534 -1.635
Si -1.369 2.149 -2.606 -1.883
O -0.749 1.871 -1.175 1.792
C -0.226 1.749 -4.055 0.716
C 1.140 1.583 -3.818 0.215
C 2.028 1.337 -4.859 -0.526
C 1.558 1.243 -6.161 -0.690
C 0.198 1.385 -6.418 -0.802
C -0.680 1.631 -5.372 -0.289
C -2.935 1.113 -2.925 1.216
C -4.255 1.570 -2.930 -0.261
C -5.328 0.706 -3.129 -0.808
C -5.100 -0.650 -3.314 -0.505
C -3.796 -1.132 -3.299 -0.730
C -2.734 -0.260 -3.116 -0.490
H -2.540 5.538 -4.034 0.544
H -3.303 3.952 -4.222 0.231
H -1.694 4.238 -4.885 0.323
H -0.467 5.803 -2.617 0.544
H 0.335 4.420 -3.386 0.318
H 0.130 4.448 -1.634 0.137
H -2.590 5.576 -1.476 0.480
H -2.184 4.093 -0.590 0.151
H -3.612 4.144 -1.621 0.209
H 1.507 1.613 -2.799 -0.155
H 3.080 1.195 -4.642 0.479
H 2.246 1.037 -6.973 0.378
H -0.176 1.293 -7.432 0.365
H -1.742 1.722 -5.583 0.384
H -4.465 2.620 -2.772 0.000
H -6.341 1.093 -3.132 0.375
H -5.933 -1.329 -3.462 0.350
H -3.598 -2.191 -3.416 0.441
H -1.730 -0.664 -3.090 0.393
N 6.482 4.540 2.122 -0.669
C 6.151 3.526 1.204 1.137
C 6.870 2.337 1.174 -0.725
C 6.541 1.341 0.267 -0.459
C 5.496 1.539 -0.615 -0.368
C 4.780 2.728 -0.609 -0.094
C 5.107 3.715 0.299 -0.814
S 5.120 0.305 -1.813 1.474
O 5.687 -0.938 -1.386 -0.805
O 5.476 0.840 -3.102 -0.801
N 3.583 0.073 0.522 -0.420
C 3.055 0.513 1.618 -0.307
S 4.151 0.832 3.001 -0.363
C 2.783 1.294 3.972 -0.700
C 1.661 1.194 3.237 -1.163
N 1.781 0.782 1.931 0.632
H 6.948 4.185 2.944 0.216
H 5.688 5.105 2.384 0.232
H 7.668 2.175 1.890 0.220
H 7.057 0.391 0.268 0.487
H 3.945 2.852 -1.286 0.291
H 4.531 4.633 0.331 0.300
H 2.886 1.603 4.999 0.495
H 0.674 1.430 3.600 0.362
Br 2.758 -1.813 -3.688 -0.181
C 2.367 -2.441 -1.934 0.600
C 1.960 -3.774 -1.899 -0.715
C 1.588 -4.371 -0.713 -0.874
C 1.615 -3.617 0.452 -0.339
C 2.023 -2.298 0.403 -0.530
C 2.416 -1.667 -0.781 -0.118
C 2.747 -0.161 -0.608 1.038
O 3.568 0.298 -1.807 0.248
O 1.645 0.600 -0.745 0.504
H 1.920 -4.327 -2.827 0.379
H 1.256 -5.403 -0.706 0.325
H 1.319 -4.049 1.401 0.515
H 2.023 -1.721 1.317 0.204
```


Which of these has the highest net charge? C24H17AsF3NReS6Sb


Which formula does entry 2 have? CH2F2O2PS


Which of these has the lowest total energy? C52H47BrFGaN4O8S2Si